Entry 1:
Entry from the OMol25 dataset: C44H42AsBrN2PtS2 as an isolated structure (ωB97M-V/def2-TZVPD).

Structure (XYZ):
```
93
Properties=species:S:1:pos:R:3:mulliken_charge:R:1
Pt -0.53 0.06 0.11 1.165
S -1.51 2.93 1.08 0.228
C -0.97 2.46 2.67 -0.415
N -0.58 3.61 3.41 0.438
C 0.10 3.28 4.64 -0.873
C -0.71 2.22 5.37 -0.848
N -0.73 1.02 4.56 0.216
C 0.13 -0.06 5.05 -1.102
C -0.49 -0.77 6.23 0.400
C -1.59 -1.60 6.04 -0.288
C -2.18 -2.25 7.11 -0.632
C -1.69 -2.06 8.39 -0.380
C -0.60 -1.23 8.60 -0.642
C 0.00 -0.59 7.52 -0.254
C -0.92 1.19 3.19 -0.128
S -1.21 -0.27 2.32 -0.675
C -1.50 4.75 3.45 -1.427
C -1.24 5.78 2.37 0.684
C 0.06 6.16 2.05 -0.208
C 0.29 7.13 1.08 -0.664
C -0.78 7.72 0.42 -0.407
C -2.08 7.35 0.74 -0.667
C -2.30 6.38 1.71 -0.239
H 0.22 4.19 5.23 0.515
H 1.10 2.89 4.42 0.361
H -1.73 2.59 5.52 0.322
H -0.31 1.97 6.35 0.460
H 1.11 0.35 5.33 0.344
H 0.28 -0.76 4.24 0.498
H -1.97 -1.74 5.03 0.394
H -3.03 -2.90 6.94 0.390
H -2.15 -2.57 9.23 0.370
H -0.20 -1.09 9.60 0.367
H 0.86 0.05 7.68 0.357
H -1.37 5.23 4.42 0.650
H -2.54 4.42 3.39 0.234
H 0.89 5.68 2.55 0.314
H 1.30 7.41 0.83 0.394
H -0.60 8.48 -0.33 0.396
H -2.92 7.81 0.23 0.403
H -3.32 6.08 1.95 0.381
Br -1.90 -2.69 -0.73 -0.121
C -0.24 -3.55 -0.35 0.573
C -0.22 -4.89 -0.59 -0.773
C 0.94 -5.64 -0.32 -0.609
C 2.03 -5.02 0.20 -0.934
C 2.03 -3.63 0.47 1.465
C 3.18 -3.03 1.03 -1.029
C 3.19 -1.69 1.29 -0.934
C 2.06 -0.91 0.97 -0.015
C 0.91 -1.42 0.41 -1.608
C 0.88 -2.83 0.17 1.243
H -1.10 -5.38 -0.99 0.422
H 0.95 -6.71 -0.52 0.399
H 2.93 -5.58 0.44 0.369
H 4.04 -3.65 1.24 0.334
H 4.06 -1.22 1.72 0.435
H 2.12 0.16 1.18 0.447
C -1.82 1.63 0.05 -0.442
C -2.78 1.95 -1.02 0.467
C -3.22 0.87 -1.80 -0.081
C -4.08 1.06 -2.87 -1.037
C -4.51 2.34 -3.19 -0.303
C -4.09 3.42 -2.42 -0.860
C -3.26 3.23 -1.33 -0.200
H -2.88 -0.12 -1.54 0.644
H -4.42 0.21 -3.45 0.404
H -5.18 2.50 -4.03 0.424
H -4.44 4.42 -2.66 0.448
H -2.96 4.08 -0.74 0.519
C 0.22 2.18 -2.78 -1.264
As 0.24 0.37 -2.10 0.304
C 2.11 -0.08 -2.35 -1.277
C -0.61 -0.71 -3.50 -1.115
C -0.38 -0.16 -4.88 -0.042
C 0.71 -0.58 -5.64 -0.275
C 0.95 -0.04 -6.90 -0.744
C 0.09 0.93 -7.41 -0.422
C -1.00 1.34 -6.66 -0.772
C -1.23 0.80 -5.41 0.147
H 0.83 2.24 -3.68 0.488
H 0.64 2.82 -2.00 0.411
H -0.80 2.51 -3.00 0.265
H 2.41 0.08 -3.39 0.539
H 2.27 -1.11 -2.06 0.292
H 2.70 0.56 -1.70 0.411
H -1.67 -0.77 -3.27 0.503
H -0.19 -1.71 -3.39 0.614
H 1.38 -1.34 -5.25 0.451
H 1.80 -0.38 -7.48 0.383
H 0.27 1.35 -8.39 0.390
H -1.67 2.10 -7.06 0.412
H -2.08 1.14 -4.82 0.218
```

The calculation puts the frontier orbital gap (alpha / beta) at 5.66 / 5.65 eV.

Entry 2:
Entry from the OMol25 dataset: C44H42F3GdN2O6PS as an isolated structure (ωB97M-V/def2-TZVPD).

Structure (XYZ):
```
100
Properties=species:S:1:pos:R:3:mulliken_charge:R:1
Gd 0.47 0.04 -1.78 0.982
C 1.34 6.28 0.30 -1.338
C 1.30 5.25 1.41 0.974
C 2.29 5.21 2.43 -0.693
C 2.23 4.28 3.42 -0.382
C 1.15 3.42 3.46 -1.038
C 0.26 3.33 2.33 -0.110
C 0.32 4.25 1.31 -0.029
H 2.32 6.44 -0.14 0.302
H 0.97 7.25 0.67 0.444
H 0.68 5.92 -0.49 0.114
H 3.10 5.94 2.44 0.412
H 3.04 4.22 4.14 0.430
H 0.92 2.82 4.31 0.464
H -0.44 2.54 2.38 0.188
H -0.35 4.20 0.47 0.243
C -2.98 1.93 0.65 -1.418
C -2.26 0.92 -0.21 1.377
O -1.02 0.89 -0.18 -0.215
C -3.13 0.09 -1.12 0.138
C -4.52 0.31 -1.22 -0.990
C -5.27 -0.62 -2.00 -0.761
C -4.71 -1.76 -2.54 -0.537
C -3.36 -1.95 -2.47 -0.491
C -2.54 -1.08 -1.77 0.656
O -1.25 -1.29 -1.68 -0.529
H -2.42 2.12 1.58 0.097
H -3.99 1.62 0.92 0.518
H -3.06 2.85 0.02 0.354
H -5.01 1.12 -0.71 0.512
H -6.32 -0.39 -2.15 0.408
H -5.43 -2.45 -2.99 0.445
H -2.90 -2.82 -2.92 0.535
C 3.66 -1.16 -3.68 -1.081
C 3.46 -1.25 -2.17 0.998
C 4.64 -1.60 -1.35 -1.058
O 2.34 -0.99 -1.67 -0.422
H 4.21 -2.09 -4.02 0.408
H 4.23 -0.21 -3.88 0.291
H 2.67 -1.17 -4.16 0.181
H 5.51 -0.93 -1.54 0.356
H 4.89 -2.63 -1.69 0.469
H 4.40 -1.63 -0.26 0.086
N -1.41 0.74 -5.88 -0.069
C -0.67 0.06 -4.98 -0.552
N -0.37 0.76 -3.90 0.073
C -0.87 2.10 -4.20 0.345
C -0.82 3.26 -3.45 0.602
C -1.43 4.42 -3.96 -1.013
C -2.13 4.32 -5.16 -0.533
C -2.09 3.20 -6.02 -1.005
C -1.44 2.11 -5.48 0.216
H -1.69 0.40 -6.81 0.265
H -0.44 -0.98 -5.13 0.533
H -0.22 3.34 -2.49 0.004
H -1.33 5.29 -3.35 0.512
H -2.63 5.23 -5.51 0.373
H -2.68 3.12 -6.94 0.385
C -2.04 -5.85 -0.05 -0.790
C -2.76 -4.92 0.73 -0.416
C -2.17 -3.90 1.47 -0.481
C -0.77 -3.76 1.35 0.747
C -0.02 -4.66 0.52 -0.793
C -0.65 -5.74 -0.06 -0.544
P 0.14 -2.35 2.05 1.274
C 1.56 -3.16 2.76 0.158
C 1.36 -4.18 3.71 -0.757
C 2.45 -4.86 4.27 -0.810
C 3.77 -4.51 3.86 -0.467
C 3.99 -3.36 3.09 -0.468
C 2.88 -2.69 2.52 -0.426
C -0.96 -1.88 3.48 0.315
C -0.75 -2.13 4.84 -0.474
C -1.48 -1.55 5.84 -0.797
C -2.63 -0.83 5.54 -0.596
C -3.05 -0.81 4.20 -0.903
C -2.18 -1.21 3.19 -0.095
H -2.55 -6.62 -0.59 0.467
H -3.85 -4.97 0.78 0.412
H -2.80 -3.28 2.14 0.370
H 1.07 -4.50 0.45 0.329
H -0.05 -6.45 -0.59 0.418
H 0.32 -4.50 3.94 0.542
H 2.38 -5.70 4.96 0.388
H 4.63 -5.14 4.17 0.353
H 5.01 -2.99 2.95 0.390
H 3.05 -1.77 1.98 0.591
H 0.15 -2.69 5.15 0.278
H -1.16 -1.74 6.85 0.454
H -3.17 -0.28 6.28 0.462
H -4.06 -0.42 4.01 0.359
H -2.54 -1.05 2.12 0.445
F 3.84 3.08 0.68 -0.124
C 4.11 2.31 -0.38 0.545
F 5.38 2.48 -0.70 -0.243
F 4.02 0.97 -0.06 -0.226
S 2.83 2.73 -1.75 1.151
O 3.34 2.31 -3.04 -0.701
O 2.53 4.08 -1.43 -0.538
O 1.60 1.89 -1.39 -0.224
```

The charge is +1. The calculation puts the frontier orbital gap (alpha / beta) at 7.09 / 4.14 eV. Its spin multiplicity is 8.

Entry 3:
Entry from the OMol25 dataset: C44H42F5FeIN7PS3 as an isolated structure (ωB97M-V/def2-TZVPD).

Structure (XYZ):
```
104
Properties=species:S:1:pos:R:3:mulliken_charge:R:1
Fe 0.61 -0.41 -0.60 0.066
F -5.63 -3.55 -1.42 -0.286
C -4.79 -3.16 -0.48 0.445
C -3.64 -2.45 -0.84 -0.339
F -3.42 -2.18 -2.12 -0.324
C -2.76 -2.05 0.13 -0.558
F -1.69 -1.36 -0.27 0.688
C -2.96 -2.34 1.50 0.939
S -1.84 -1.93 2.70 -0.078
C -4.15 -3.04 1.82 0.102
F -4.42 -3.33 3.08 -0.324
C -5.04 -3.46 0.85 0.332
F -6.13 -4.14 1.17 -0.286
I 2.97 -0.17 0.75 0.275
C 2.97 0.79 2.61 0.277
C 3.99 0.34 3.40 -0.728
C 4.33 0.99 4.60 -1.006
C 3.65 2.11 4.94 -0.861
C 2.58 2.59 4.15 0.684
C 1.95 3.80 4.54 -0.842
C 0.91 4.30 3.82 -1.154
C 0.43 3.58 2.72 -0.434
C 0.99 2.39 2.30 0.559
P -0.01 1.57 0.97 2.226
C -0.04 3.02 -0.17 0.565
C -1.16 3.81 -0.41 0.269
C -1.08 4.89 -1.28 -0.832
C 0.11 5.19 -1.91 -0.760
C 1.24 4.42 -1.66 -0.581
C 1.16 3.35 -0.78 -0.900
C -1.67 1.54 1.74 0.222
C -2.78 1.31 0.92 -0.035
C -4.05 1.19 1.47 -0.841
C -4.23 1.27 2.85 -0.925
C -3.12 1.47 3.67 -0.694
C -1.86 1.60 3.12 -0.961
C 2.15 1.90 2.98 0.180
H 4.58 -0.52 3.08 0.436
H 5.14 0.61 5.21 0.433
H 3.92 2.67 5.83 0.403
H 2.31 4.31 5.42 0.412
H 0.44 5.24 4.09 0.447
H -0.43 3.97 2.19 0.388
H -2.10 3.59 0.09 0.475
H -1.96 5.50 -1.46 0.493
H 0.18 6.03 -2.59 0.435
H 2.18 4.67 -2.13 0.466
H 2.05 2.77 -0.56 0.337
H -2.65 1.21 -0.15 -0.034
H -4.90 1.01 0.83 0.460
H -5.21 1.16 3.28 0.426
H -3.25 1.51 4.74 0.445
H -1.01 1.72 3.78 0.455
C 3.24 -6.26 0.95 -1.648
C 2.43 -4.99 1.09 0.075
C 2.10 -4.51 2.35 -0.890
C 1.36 -3.34 2.48 -0.012
C 1.01 -2.80 3.84 -1.387
C 0.96 -2.68 1.33 0.617
C 1.29 -3.11 0.03 0.951
C 2.04 -4.30 -0.04 -0.582
N 0.87 -2.33 -1.05 1.407
C 0.82 -2.92 -2.41 0.825
C 2.22 -3.09 -3.03 -1.179
C 0.03 -1.97 -3.31 -1.521
C 0.03 -4.24 -2.45 -1.516
H 3.51 -6.66 1.92 0.377
H 4.16 -6.07 0.39 0.351
H 2.68 -7.02 0.40 0.317
H 2.40 -5.05 3.24 0.325
H 1.31 -3.50 4.62 0.413
H -0.06 -2.63 3.94 0.187
H 1.51 -1.85 4.03 0.134
H 0.31 -1.81 1.44 -0.090
H 2.36 -4.68 -0.99 0.376
H 2.82 -2.20 -2.86 0.031
H 2.14 -3.26 -4.11 0.448
H 2.76 -3.94 -2.61 0.318
H 0.49 -0.99 -3.36 0.091
H -0.99 -1.86 -2.95 0.029
H -0.01 -2.36 -4.33 0.644
H 0.44 -5.02 -1.82 0.353
H 0.01 -4.61 -3.47 0.503
H -1.00 -4.06 -2.14 0.167
S -1.74 0.96 -2.46 0.028
C -2.31 2.21 -3.38 -0.281
N -3.41 2.92 -3.12 -0.002
C -3.93 3.80 -4.15 -0.791
C -2.75 4.14 -5.07 -0.406
S -1.56 2.77 -4.85 -0.049
H -4.00 2.62 -2.35 0.201
H -4.34 4.70 -3.70 0.335
H -4.73 3.31 -4.71 0.366
H -2.26 5.07 -4.79 0.290
H -3.04 4.18 -6.11 0.412
N 4.72 0.45 -3.68 -0.693
N 3.45 0.72 -3.24 1.051
N 2.64 1.52 -3.90 -1.108
C 1.53 1.40 -3.19 -0.108
N 1.69 0.57 -2.15 1.226
N 2.94 0.14 -2.21 -0.521
H 5.06 1.22 -4.23 0.297
H 5.31 0.18 -2.91 0.272
H 0.61 1.92 -3.41 -0.191
```

The charge is +1. The calculation puts the frontier orbital gap (alpha / beta) at 6.39 / 4.49 eV. Its spin multiplicity is 2.